Entry 1:
Molecular formula: C2H3FO2
Method: DFT, ωB97M-V/def2-TZVPD

Cartesian coordinates (Å):
1 O -1.81055 -0.27599 -0.24301
2 C -0.74047 0.21142 -0.09928
3 O -0.41908 1.53157 -0.06981
4 C 0.40270 -0.61852 0.01739
5 F 1.55934 0.16440 -0.29678
6 H 0.51321 1.52708 0.06469
7 H 0.43692 -0.91113 1.20855
8 H 0.05794 -1.62884 -0.58174

Forces on the atoms, in the same order (eV/Å):
O -1.5 0.3 0.1
C -0.7 2.5 -0.7
O -2.5 -0.6 0.0
C 1.4 -3.9 2.4
F -0.5 -2.0 0.0
H 1.4 0.6 0.1
H 0.4 0.5 -3.0
H 2.1 2.5 1.1

The value obtained for the gap between HOMO and LUMO is 0.429 Ha. Its energy relative to the best compared isomer or geometry (same formula, charge and spin) is 93.9 kJ/mol. The value obtained for the HOMO energy is -11.067 eV.

Entry 2:
Molecular formula: C2H3FO2
Method: DFT, ωB97M-V/def2-TZVPD

Cartesian coordinates (Å):
1 C 0.55096 -0.16032 0.34699
2 C -0.88090 0.04218 0.00387
3 O 1.46492 0.78861 0.44693
4 O 1.79604 0.46356 -0.98499
5 F 0.97797 -1.35529 0.57006
6 H -1.00644 0.76066 -0.93635
7 H -1.54024 0.48169 0.83133
8 H -1.36232 -1.02107 -0.27783

Forces on the atoms, in the same order (eV/Å):
C 2.8 2.4 -3.2
C -2.5 -0.7 -1.5
O -1.2 -0.3 1.1
O -1.8 -1.0 1.1
F -0.4 -0.7 0.7
H 0.7 -1.6 2.1
H 1.3 -0.6 -0.9
H 1.2 2.5 0.6

The value obtained for the gap between HOMO and LUMO is 0.341 Ha. Its energy relative to the best compared isomer or geometry (same formula, charge and spin) is 507.3 kJ/mol. The value obtained for the HOMO energy is -9.622 eV.

Entry 3:
Molecular formula: C2H3FO3P
Method: DFT, ωB97M-V/def2-TZVPD

Cartesian coordinates (Å):
1 O -0.17429 1.39134 1.06100
2 C -1.16940 0.70562 0.75521
3 O -2.35678 0.83089 1.02199
4 C -0.61746 -0.49793 -0.14053
5 F -0.99652 -1.85414 0.24209
6 P 1.24401 -0.51025 0.31013
7 O 1.69277 0.54087 -0.91271
8 H -0.60319 -0.45470 -1.22245
9 H 1.31050 -1.60536 -0.57862
10 H 1.67036 1.45367 -0.53610

Forces on the atoms, in the same order (eV/Å):
O 0.5 1.2 0.4
C 0.0 -1.3 -1.1
O -0.5 0.0 0.1
C 1.7 -1.1 2.2
F -0.7 1.1 -0.4
P -1.6 0.1 -0.9
O 0.6 1.4 0.4
H -0.7 0.3 -0.2
H 0.7 -0.5 -0.1
H -0.2 -1.1 -0.3

As for the net charge: -1. The value obtained for the gap between HOMO and LUMO is 0.320 Ha. Its energy relative to the best compared isomer or geometry (same formula, charge and spin) is 242.9 kJ/mol. The value obtained for the HOMO energy is -4.655 eV.

Entry 4:
Molecular formula: C2H3FS2
Method: DFT, ωB97M-V/def2-TZVPD

Cartesian coordinates (Å):
1 C 1.39899 -0.29063 0.63231
2 C 1.04579 0.88451 0.29749
3 S 0.76396 2.31679 -0.23628
4 H 2.06719 -1.06488 0.20258
5 H 0.86669 -0.56794 1.57572
6 F -1.54503 -1.21933 -0.00659
7 S -2.46162 0.02825 -0.57656
8 H -2.13597 -0.08679 -1.88868

Forces on the atoms, in the same order (eV/Å):
C -0.3 -2.6 2.1
C 0.7 1.5 -1.7
S -0.3 0.2 0.2
H -0.6 1.1 0.0
H 0.5 -0.2 -0.7
F -0.4 0.5 -0.4
S 0.3 -0.5 0.0
H 0.1 -0.1 0.4

The value obtained for the gap between HOMO and LUMO is 0.314 Ha. Its energy relative to the best compared isomer or geometry (same formula, charge and spin) is 199.4 kJ/mol. The value obtained for the HOMO energy is -8.547 eV.

Entry 5:
Molecular formula: C2H3FSi
Method: DFT, ωB97M-V/def2-TZVPD

Cartesian coordinates (Å):
1 C 0.64747 0.94780 -1.62673
2 C 0.91387 -0.06078 -0.08675
3 F -0.66578 1.13231 -1.67223
4 Si -0.56433 -0.31532 0.85263
5 H 1.99631 -0.28624 -0.06653
6 H -1.89031 0.17228 1.02424
7 H -0.43723 -1.59005 1.57536

Forces on the atoms, in the same order (eV/Å):
C 0.2 -2.1 3.6
C -2.0 3.1 -3.5
F 0.4 0.0 0.1
Si 3.4 -1.6 -0.5
H -1.1 -0.3 0.4
H -0.8 0.8 -0.5
H -0.2 0.1 0.5

The value obtained for the gap between HOMO and LUMO (spin up / spin down) is 0.288 / 0.288 Ha. Its energy relative to the best compared isomer or geometry (same formula, charge and spin) is 587.9 kJ/mol. The value obtained for the HOMO energy (spin up / spin down) is -8.749 / -8.749 eV.

Entry 6:
Molecular formula: C2H3GaO2
Method: DFT, ωB97M-V/def2-TZVPD

Cartesian coordinates (Å):
1 C 0.22046 -0.69419 0.46332
2 C -0.10444 0.55467 -0.20751
3 O -0.77828 0.55283 -1.32434
4 O 1.18031 -0.83314 1.26419
5 H 0.79824 1.19960 -0.18745
6 H 1.72260 -1.63418 1.13566
7 Ga -2.18553 0.58820 -2.02837
8 H -0.85336 0.26622 0.88450

Forces on the atoms, in the same order (eV/Å):
C 6.6 1.0 2.7
C -2.2 -2.2 -2.0
O 7.5 0.4 5.2
O -5.6 -0.2 -1.4
H 0.1 0.3 0.8
H 1.8 -1.4 0.1
Ga -9.0 0.6 -5.3
H 0.8 1.6 0.0

As for the net charge: +3. The value obtained for the gap between HOMO and LUMO (spin up / spin down) is 0.213 / 0.309 Ha. Its energy relative to the best compared isomer or geometry (same formula, charge and spin) is 364.1 kJ/mol. As for the multiplicity: 2. The value obtained for the HOMO energy (spin up / spin down) is -26.231 / -28.884 eV.

Q: What is the energy relative to the best compared isomer or geometry (same formula, charge and spin) in the fifth record?
A: 587.9 kJ/mol